1.
The following is a quantum chemistry calculation of one molecule with the formula C4H9ClO in a non-equilibrium geometry, from the Open Molecules 2025 dataset.

The orbital gap comes out at 0.413 Eh. Its total charge is 0. As for the SMILES: CC(C)(Cl)CO. Its energy above the lowest of the compared OMol25 structures with the same formula, charge and spin is 0.6320 eV.

```
15
Properties=species:S:1:pos:R:3:forces:R:3
C 1.377 0.214 0.044 2.25 -1.17 2.04
C -0.096 0.118 0.251 -1.09 1.08 -0.57
C -0.400 -0.893 1.318 0.21 0.03 0.89
C -0.882 -0.015 -1.080 0.03 -1.49 0.96
H 1.819 1.147 -0.180 -0.19 1.18 -0.65
H 1.804 -0.502 -0.636 -0.44 -0.39 -0.87
H 1.972 -0.086 0.976 -1.18 0.45 -0.69
H -1.486 -0.892 1.610 1.17 -0.28 -0.25
H 0.007 -1.913 1.019 -0.74 1.18 0.27
H 0.257 -0.502 2.140 -1.04 -0.86 -0.15
H -1.987 0.164 -0.899 1.27 0.31 -0.42
H -0.840 -1.104 -1.403 0.24 1.12 0.31
H -0.672 1.607 -2.049 0.13 0.42 -0.13
O -0.215 0.765 -2.043 -1.04 -0.11 -0.31
Cl -0.658 1.891 0.933 0.41 -1.47 -0.43
```
Forces are in eV/Å.

=====

2.
The following is a quantum chemistry calculation of a 6-piece molecular cluster, C25H59Br2N5O2 overall in a non-equilibrium geometry, from the Open Molecules 2025 dataset.

The orbital gap comes out at 0.168 Eh. Its total charge is +2. Its energy above the lowest of the compared OMol25 structures with the same formula, charge and spin is 0.0000 eV.

```
93
Properties=species:S:1:pos:R:3:forces:R:3
C 1.065 1.409 2.482 -1.22 -1.16 -0.03
C 0.172 2.632 2.440 0.83 1.41 -0.83
N -1.100 2.533 1.745 -0.84 -1.80 0.39
C -1.445 3.049 0.521 -0.44 0.91 -0.04
C -2.761 2.770 0.326 0.20 -0.72 -1.21
N -3.124 1.863 1.270 0.74 0.14 1.32
C -2.147 1.790 2.191 0.49 0.37 -1.33
C -4.416 1.214 1.330 -1.10 -0.31 1.11
H 0.561 0.603 3.028 0.35 0.27 0.57
H 2.038 1.653 2.896 -0.04 -0.06 0.10
H 1.168 0.909 1.516 0.28 0.60 -0.41
H 0.696 3.394 1.857 0.09 0.12 0.25
H -0.002 3.087 3.414 0.01 -0.28 0.11
H -0.807 3.635 -0.119 0.17 0.23 0.45
H -3.480 3.091 -0.422 -0.03 0.09 0.10
H -2.089 1.183 3.077 -0.38 0.02 0.03
H -4.676 0.565 0.493 0.35 0.48 -0.62
H -5.141 2.015 1.498 -0.21 -0.23 -0.30
H -4.424 0.525 2.177 0.11 0.28 0.21
C 0.178 -3.044 4.999 0.39 0.85 0.71
C 0.736 -1.856 4.203 0.18 -0.59 -0.97
C 1.995 -2.236 3.373 -0.60 -0.03 -0.54
C 3.274 -2.642 4.110 -0.10 -0.14 -0.30
N 4.524 -2.670 3.279 1.04 1.34 -1.60
C 5.768 -2.881 4.119 -0.33 -0.59 -0.57
C 6.922 -2.338 3.277 -0.06 -0.15 0.97
C 6.325 -1.070 2.678 0.62 -0.41 -1.11
C 4.805 -1.276 2.633 0.20 0.12 1.17
C 4.538 -3.670 2.146 -0.61 0.58 0.24
H 1.016 -3.444 5.574 -0.13 -0.58 -0.16
H -0.330 -3.783 4.385 0.33 -0.12 -0.11
H -0.522 -2.756 5.785 -0.17 0.27 -0.24
H 0.877 -0.934 4.768 0.17 -0.21 0.33
H 0.104 -1.593 3.350 -0.68 0.05 0.47
H 2.076 -1.411 2.657 0.89 0.27 0.33
H 1.636 -3.010 2.688 0.30 -0.49 0.30
H 3.221 -3.652 4.517 -0.33 0.08 0.21
H 3.505 -1.942 4.912 -0.14 -0.03 0.10
H 5.802 -3.948 4.336 0.17 0.08 0.32
H 5.603 -2.282 5.013 0.27 -0.13 0.13
H 7.314 -2.987 2.498 -0.32 -0.36 0.16
H 7.758 -2.176 3.956 0.03 0.28 -0.11
H 6.702 -1.008 1.657 0.01 0.38 0.04
H 6.678 -0.189 3.209 -0.49 0.11 0.07
H 4.374 -1.226 1.639 -0.05 -0.14 0.06
H 4.341 -0.530 3.277 -0.32 -0.13 -0.08
H 4.376 -4.670 2.538 -0.09 0.00 -0.07
H 5.475 -3.607 1.601 0.14 -0.03 0.30
H 3.770 -3.343 1.447 -0.24 -0.41 0.10
C -2.141 1.886 -4.083 -0.38 1.38 0.16
N -2.733 3.178 -4.601 0.34 1.11 -0.25
C -3.623 3.841 -3.587 -0.21 -0.33 0.94
C -1.583 4.097 -4.905 -0.31 0.51 -0.15
C -3.515 2.922 -5.880 -0.25 -0.30 -0.97
C -3.972 4.134 -6.710 0.64 0.58 0.30
O -4.902 4.947 -6.053 -0.11 0.10 0.17
H -1.525 2.146 -3.222 -0.31 0.10 0.20
H -1.428 1.565 -4.839 -0.52 -0.69 -0.19
H -2.989 1.278 -3.769 0.30 -0.62 -0.33
H -4.493 3.197 -3.471 -0.20 0.31 0.05
H -3.870 4.867 -3.844 -0.23 -0.29 -0.55
H -3.149 3.929 -2.607 0.34 -0.35 -0.15
H -1.928 5.128 -4.966 -0.24 -0.12 -0.10
H -1.167 3.830 -5.874 0.31 -0.15 0.19
H -0.865 4.081 -4.089 0.06 -0.32 -0.10
H -4.410 2.329 -5.688 0.20 -0.14 0.62
H -2.863 2.322 -6.516 0.08 -0.05 0.06
H -4.321 3.828 -7.699 -0.09 -0.54 0.18
H -3.117 4.776 -6.940 0.01 0.01 0.11
H -5.804 4.626 -6.166 0.03 -0.02 -0.04
C -1.125 -0.639 -2.090 0.28 -0.29 0.23
N -0.166 -1.774 -1.855 1.47 -1.08 -0.55
C 0.474 -2.194 -3.184 -0.56 1.68 0.74
C 0.934 -1.294 -0.952 -0.65 0.57 0.14
C -0.752 -3.050 -1.290 -2.62 0.32 0.35
C -1.570 -2.828 0.011 1.35 0.56 0.28
O -0.655 -2.813 1.142 -0.32 -0.72 -0.54
H -1.550 -0.368 -1.128 -0.18 0.16 -0.18
H -1.921 -0.885 -2.792 -0.07 -0.35 0.20
H -0.505 0.166 -2.480 -0.08 0.07 0.03
H 0.966 -1.287 -3.536 0.12 -0.16 -0.25
H -0.364 -2.415 -3.838 0.31 -0.55 -0.18
H 1.221 -2.958 -2.998 -0.30 -0.30 -0.18
H 1.667 -2.086 -0.840 -0.01 0.05 0.14
H 0.471 -0.999 -0.014 0.12 -0.45 0.22
H 1.376 -0.374 -1.337 0.11 -0.25 -0.46
H -0.027 -3.856 -1.192 0.52 0.47 0.13
H -1.463 -3.428 -2.028 -0.01 0.29 -0.19
H -2.354 -3.575 0.128 0.07 -0.06 -0.11
H -2.039 -1.848 0.062 -0.32 -0.19 -0.40
H -0.355 -3.730 1.173 0.14 0.11 0.53
Br -5.099 -1.245 -1.753 1.00 0.22 0.06
Br -5.696 4.827 -0.044 0.71 -0.49 -0.19
```
Forces are in eV/Å.

=====

orbital gap of number 1 (C4H9ClO)? 0.413 Eh